# 1
Computed, not measured: a structure of composition C20H23BrIN2NiO2Si2, with ωB97M-V with the def2-TZVPD basis set.

Each line ends with the natural charge from an NBO analysis.
Geometry (Å):
Ni1 -0.12 1.26 0.42  0.32
C1 2.45 -0.53 -1.02  -1.11
Si1 2.04 0.84 0.26  1.18
C2 3.08 2.33 -0.27  -1.12
C3 2.79 0.12 1.86  -0.43
C4 4.15 -0.06 2.16  -0.21
C5 4.55 -0.66 3.34  -0.23
C6 3.59 -1.11 4.24  -0.25
C7 2.24 -0.95 3.96  -0.14
C8 1.83 -0.33 2.78  -0.48
Si2 0.04 0.01 2.23  1.13
C9 -0.75 1.02 3.64  -1.11
C10 -0.86 -1.67 2.36  -1.12
H1 3.52 -0.73 -1.03  0.22
H2 2.15 -0.25 -2.04  0.21
H3 1.94 -1.46 -0.76  0.22
H4 4.15 2.11 -0.30  0.21
H5 2.92 3.17 0.40  0.23
H6 2.77 2.65 -1.27  0.24
H7 4.90 0.29 1.45  0.19
H8 5.60 -0.79 3.56  0.19
H9 3.90 -1.59 5.17  0.19
H10 1.50 -1.30 4.68  0.18
H11 -0.59 0.54 4.62  0.21
H12 -1.83 1.11 3.49  0.22
H13 -0.33 2.03 3.69  0.23
H14 -0.71 -2.10 3.35  0.22
H15 -0.48 -2.39 1.63  0.22
H16 -1.94 -1.57 2.21  0.20
Br1 -3.90 3.37 -2.68  0.06
C11 -2.92 1.75 -2.73  -0.10
C12 -3.62 0.60 -3.09  -0.25
C13 -2.96 -0.62 -3.14  -0.23
C14 -1.62 -0.69 -2.81  -0.23
C15 -0.95 0.46 -2.42  -0.22
C16 -1.58 1.70 -2.37  -0.07
C17 -0.77 2.92 -1.92  0.75
O1 -0.76 3.90 -2.66  -0.67
O2 -0.17 2.80 -0.80  -0.79
H17 -4.67 0.68 -3.34  0.22
H18 -3.51 -1.51 -3.43  0.21
H19 -1.09 -1.64 -2.84  0.21
H20 0.09 0.41 -2.13  0.24
I1 -6.08 2.87 0.86  0.17
C18 -4.33 1.81 0.68  -0.29
C19 -4.21 0.46 0.45  -0.07
N1 -2.89 0.21 0.39  -0.31
N2 -2.16 1.32 0.55  -0.30
C20 -3.02 2.30 0.73  -0.05
H21 -4.95 -0.31 0.32  0.23
H22 -2.41 -0.66 0.22  0.44
H23 -2.66 3.31 0.86  0.24

DFT total energy in eV: -163133.7868
LUMO level in Ha: 0.07538
Charge: -1
HOMO energy in hartree: -0.1757
Kohn-Sham gap in eV: 6.833

=====

# 2
Computed, not measured: a structure of composition C30H39O6SSbTi, with ωB97M-V with the def2-TZVPD basis set.

Each line ends with the Mulliken spin population.
Geometry (Å):
Ti1 1.70 -0.98 0.12  1.00
C1 -0.98 -2.57 0.61  0.00
C2 0.07 -3.48 0.02  0.00
O1 0.92 -2.65 -0.83  0.00
C3 0.57 -2.60 -2.25  0.00
C4 0.86 -1.20 -2.72  0.00
O2 2.05 -0.70 -2.08  -0.01
C5 3.31 -1.09 -2.68  0.01
C6 3.93 -2.13 -1.78  0.00
O3 3.82 -1.63 -0.43  0.00
C7 4.85 -0.65 -0.08  0.00
C8 4.15 0.58 0.41  0.01
O4 3.07 0.15 1.28  -0.02
C9 3.48 -0.38 2.58  0.01
C10 3.29 -1.88 2.55  0.01
O5 1.98 -2.13 1.97  0.01
C11 0.88 -2.11 2.94  0.00
C12 -0.16 -1.14 2.44  0.00
O6 -0.36 -1.33 1.02  0.02
H1 -1.49 -3.04 1.45  0.00
H2 -1.72 -2.29 -0.14  0.00
H3 -0.37 -4.28 -0.57  0.00
H4 0.72 -3.91 0.77  0.00
H5 -0.49 -2.82 -2.38  0.00
H6 1.15 -3.37 -2.76  0.00
H7 0.07 -0.52 -2.42  0.00
H8 0.97 -1.16 -3.81  0.00
H9 3.92 -0.18 -2.72  0.00
H10 3.16 -1.45 -3.69  0.00
H11 4.97 -2.34 -2.03  0.00
H12 3.37 -3.07 -1.80  0.00
H13 5.47 -0.43 -0.95  0.00
H14 5.48 -1.10 0.68  0.00
H15 3.67 1.14 -0.39  0.00
H16 4.82 1.25 0.95  0.01
H17 2.83 0.10 3.31  0.00
H18 4.51 -0.10 2.79  0.00
H19 3.36 -2.32 3.54  0.00
H20 4.00 -2.38 1.90  0.00
H21 1.25 -1.79 3.92  0.00
H22 0.51 -3.13 3.04  0.00
H23 0.16 -0.11 2.55  0.00
H24 -1.11 -1.26 2.98  0.00
S1 0.73 1.19 -0.15  -0.03
Sb1 -1.61 1.55 -0.15  0.01
C13 -2.53 0.36 -1.60  0.00
C14 -2.17 0.64 -2.92  0.00
C15 -2.76 -0.07 -3.96  0.00
C16 -3.70 -1.04 -3.68  0.00
C17 -4.07 -1.32 -2.37  0.00
C18 -3.49 -0.62 -1.32  0.00
C19 -2.21 1.30 1.83  0.00
C20 -3.26 0.46 2.22  0.00
C21 -3.58 0.37 3.57  0.00
C22 -2.88 1.11 4.51  0.00
C23 -1.85 1.95 4.12  0.00
C24 -1.51 2.06 2.77  0.00
C25 -1.78 3.52 -0.78  0.00
C26 -0.98 4.50 -0.19  0.00
C27 -1.14 5.82 -0.58  0.00
C28 -2.09 6.14 -1.54  0.00
C29 -2.88 5.16 -2.12  0.00
C30 -2.74 3.84 -1.74  0.00
H25 -1.45 1.42 -3.14  0.00
H26 -2.49 0.16 -4.98  0.00
H27 -4.18 -1.58 -4.50  0.00
H28 -4.83 -2.06 -2.16  0.00
H29 -3.81 -0.83 -0.31  0.00
H30 -3.84 -0.09 1.50  0.00
H31 -4.40 -0.27 3.88  0.00
H32 -3.15 1.04 5.56  0.00
H33 -1.32 2.55 4.85  0.00
H34 -0.71 2.72 2.48  0.00
H35 -0.23 4.24 0.55  0.00
H36 -0.53 6.59 -0.13  0.00
H37 -2.21 7.18 -1.84  0.00
H38 -3.62 5.43 -2.86  0.00
H39 -3.38 3.08 -2.17  0.00

Energy above the lowest of the compared OMol25 structures with the same formula, charge and spin in kcal/mol: 7.3
DFT total energy in eV: -84491.1461
LUMO level (spin up / spin down) in Ha: -0.33431 / -0.31634
Spin multiplicity: 2
Charge: +3
HOMO energy (spin up / spin down) in hartree: -0.5988 / -0.5989
Kohn-Sham gap (spin up / spin down) in eV: 7.198 / 7.688

=====

Question: What is the formula in the second record?
Answer: C30H39O6SSbTi

=====

Please write out number 1 again, unchanged.
Computed, not measured: a structure of composition C20H23BrIN2NiO2Si2, with ωB97M-V with the def2-TZVPD basis set.

Each line ends with the natural charge from an NBO analysis.
Geometry (Å):
Ni1 -0.12 1.26 0.42  0.32
C1 2.45 -0.53 -1.02  -1.11
Si1 2.04 0.84 0.26  1.18
C2 3.08 2.33 -0.27  -1.12
C3 2.79 0.12 1.86  -0.43
C4 4.15 -0.06 2.16  -0.21
C5 4.55 -0.66 3.34  -0.23
C6 3.59 -1.11 4.24  -0.25
C7 2.24 -0.95 3.96  -0.14
C8 1.83 -0.33 2.78  -0.48
Si2 0.04 0.01 2.23  1.13
C9 -0.75 1.02 3.64  -1.11
C10 -0.86 -1.67 2.36  -1.12
H1 3.52 -0.73 -1.03  0.22
H2 2.15 -0.25 -2.04  0.21
H3 1.94 -1.46 -0.76  0.22
H4 4.15 2.11 -0.30  0.21
H5 2.92 3.17 0.40  0.23
H6 2.77 2.65 -1.27  0.24
H7 4.90 0.29 1.45  0.19
H8 5.60 -0.79 3.56  0.19
H9 3.90 -1.59 5.17  0.19
H10 1.50 -1.30 4.68  0.18
H11 -0.59 0.54 4.62  0.21
H12 -1.83 1.11 3.49  0.22
H13 -0.33 2.03 3.69  0.23
H14 -0.71 -2.10 3.35  0.22
H15 -0.48 -2.39 1.63  0.22
H16 -1.94 -1.57 2.21  0.20
Br1 -3.90 3.37 -2.68  0.06
C11 -2.92 1.75 -2.73  -0.10
C12 -3.62 0.60 -3.09  -0.25
C13 -2.96 -0.62 -3.14  -0.23
C14 -1.62 -0.69 -2.81  -0.23
C15 -0.95 0.46 -2.42  -0.22
C16 -1.58 1.70 -2.37  -0.07
C17 -0.77 2.92 -1.92  0.75
O1 -0.76 3.90 -2.66  -0.67
O2 -0.17 2.80 -0.80  -0.79
H17 -4.67 0.68 -3.34  0.22
H18 -3.51 -1.51 -3.43  0.21
H19 -1.09 -1.64 -2.84  0.21
H20 0.09 0.41 -2.13  0.24
I1 -6.08 2.87 0.86  0.17
C18 -4.33 1.81 0.68  -0.29
C19 -4.21 0.46 0.45  -0.07
N1 -2.89 0.21 0.39  -0.31
N2 -2.16 1.32 0.55  -0.30
C20 -3.02 2.30 0.73  -0.05
H21 -4.95 -0.31 0.32  0.23
H22 -2.41 -0.66 0.22  0.44
H23 -2.66 3.31 0.86  0.24

DFT total energy in eV: -163133.7868
LUMO level in Ha: 0.07538
Charge: -1
HOMO energy in hartree: -0.1757
Kohn-Sham gap in eV: 6.833

=====

Question: The lowest charge belongs to which entry?
Answer: C20H23BrIN2NiO2Si2

=====

Question: Which value of DFT total energy does entry 1 give?
Answer: -163133.7868 eV